The following is a DFT calculation (ωB97M-V/def2-TZVPD) of one molecule with the formula C3H7NO.

The HOMO energy is -8.53 eV. The total charge is 0. The gap between HOMO and LUMO comes out at 9.4093 eV. As for the structure (SMILES): CN(C)C=O. As for the energy above the lowest of the compared OMol25 structures with the same formula, charge and spin: 52.8 kcal/mol. Its LUMO energy is 0.9 eV.

Structure (XYZ):
```
12
Properties=species:S:1:pos:R:3:forces:R:3:nbo_charge:R:1
C -0.9324 -0.1265 -0.8286 0.26 -1.30 -0.73 -0.41
N 0.0809 0.1744 0.1617 -0.50 0.64 -0.75 -0.56
C 1.4275 -0.3446 -0.0904 -1.52 -1.16 0.41 -0.39
C -0.5328 0.7431 1.3014 0.70 0.60 -0.86 0.57
O -0.6613 1.9318 1.4094 -0.05 -0.37 0.71 -0.49
H -1.5621 0.6992 -1.1577 0.43 0.43 0.00 0.20
H -0.3379 -0.5354 -1.6555 -0.59 0.29 -0.30 0.21
H -1.6710 -0.9302 -0.5995 0.50 0.13 0.48 0.17
H 2.0904 -0.0714 0.7167 0.26 0.02 0.04 0.21
H 1.2716 -1.4340 -0.1408 0.78 -0.10 0.34 0.18
H 1.8403 -0.1178 -1.0771 -0.15 0.78 0.18 0.20
H -1.0133 0.0115 1.9604 -0.13 0.04 0.48 0.11
```
Forces are in eV/Å.